44
Properties=species:S:1:pos:R:3:lowdin_charge:R:1 method="wB97M-V/def2-TZVPD" orbital_gap_ev=7.954 smiles="COc1ccc(Nc2ccc(NC(=S)NCc3ccco3)cc2)cc1" total_energy_ha=-1448.341759 multiplicity=1 lumo_ev=0.66
C 7.71801 1.36442 0.96372 -0.096
H 7.36999 2.35133 0.64069 0.095
O 6.67448 0.60250 1.51675 -0.090
C 5.60620 0.29280 0.72479 -0.284
C 5.45617 0.67340 -0.60324 -0.025
C 4.32229 0.30539 -1.30486 -0.024
C 3.31372 -0.44652 -0.70855 -0.257
C 3.48537 -0.85339 0.61590 -0.027
C 4.60903 -0.48116 1.31938 0.002
H 4.74630 -0.79359 2.34234 0.119
H 2.74922 -1.48717 1.08439 0.111
N 2.21207 -0.81671 -1.47086 0.072
C 0.94615 -1.15760 -1.04618 -0.254
C 0.41090 -0.72175 0.16768 -0.023
C -0.86851 -1.07752 0.54527 -0.028
C -1.66602 -1.85738 -0.29022 -0.253
C -1.14058 -2.28180 -1.51048 -0.020
C 0.13865 -1.93572 -1.88278 -0.020
H 0.52962 -2.27112 -2.83286 0.111
H -1.74643 -2.89164 -2.16451 0.115
N -2.95490 -2.27376 0.06508 0.037
C -3.92567 -1.61913 0.75125 -0.859
N -3.71959 -0.32135 1.07305 0.003
H -2.98191 0.15725 0.57311 0.133
C -4.78135 0.51133 1.58672 -0.143
C -5.32146 1.43615 0.54362 -0.265
C -5.78584 2.71626 0.61954 -0.030
C -6.19511 3.06597 -0.69126 -0.067
C -5.94286 1.97664 -1.46317 -0.120
O -5.41360 0.98579 -0.72582 0.045
H -6.08479 1.78571 -2.50808 0.118
H -6.61518 3.99844 -1.00736 0.099
H -5.83573 3.32873 1.49609 0.107
H -5.56750 -0.17117 1.93598 0.064
H -4.41696 1.09732 2.43598 0.131
S -5.28937 -2.45634 1.17282 0.638
H -3.23834 -3.18799 -0.26104 0.118
H -1.23767 -0.76892 1.51141 0.115
H 0.99748 -0.08998 0.81540 0.110
H 2.37404 -0.88503 -2.46452 0.141
H 4.22010 0.60536 -2.33843 0.111
H 6.21181 1.25571 -1.10634 0.102
H 8.18821 0.85069 0.11841 0.095
H 8.44957 1.48556 1.76116 0.092

63
Properties=species:S:1:pos:R:3:mulliken_spin:R:1 method="wB97M-V/def2-TZVPD" orbital_gap_ev="5.814 / 5.744" s_squared=0.762 total_energy_ha=-3304.602314 multiplicity=2 lumo_ev="-0.83 / -0.93"
Ru -0.11364 1.04868 0.43178 0.743
O -2.86298 7.33769 0.15554 0.002
C -2.36993 6.25024 0.26733 0.000
S -3.29547 4.77183 0.59670 -0.003
C -1.92284 3.68853 0.61671 -0.015
C -0.71325 4.22225 0.40161 0.052
S 0.72460 3.24097 0.41114 0.009
S -0.62547 5.94027 0.10914 0.005
S -2.13038 1.99287 0.93658 0.195
C -1.59036 0.32396 3.97523 0.001
C -0.34090 0.06654 3.19016 -0.011
O 0.26200 0.99959 2.61303 0.009
N 0.11340 -1.18706 3.20940 0.002
C 1.27337 -1.60952 2.45272 -0.002
C 0.90049 -2.22587 1.12367 0.003
C 0.80722 -3.60713 1.01506 0.003
C 0.40068 -4.17130 -0.17987 -0.001
C 0.10427 -3.32870 -1.23793 0.001
C 0.22680 -1.96471 -1.04580 0.002
N 0.62092 -1.41211 0.10340 0.011
H -2.09547 1.19106 3.55977 -0.003
H -1.29897 0.54120 5.00526 0.000
H -2.23935 -0.55064 3.97430 0.000
H -0.62453 -1.89219 3.31681 0.000
H 1.82522 -2.34170 3.04300 -0.001
H 1.90640 -0.74313 2.30031 0.001
H 1.03478 -4.22378 1.87426 0.000
H 0.30748 -5.24488 -0.27972 0.000
H -0.23111 -3.70933 -2.19278 0.000
H -0.03873 -1.28425 -1.84560 -0.001
C -0.66768 1.36463 -3.83955 -0.001
C -0.87521 1.45275 -2.45646 -0.012
N 0.09049 1.23255 -1.58598 -0.002
C 1.34211 0.94714 -2.04280 -0.028
C 1.62605 0.83283 -3.40453 -0.001
C 0.57113 1.03300 -4.31621 -0.001
C 2.96657 0.54506 -3.82722 0.001
C 3.97253 0.43484 -2.93527 -0.002
C 3.72026 0.59564 -1.53279 0.000
C 4.73838 0.58968 -0.56149 -0.002
C 4.42863 0.82447 0.75131 0.003
C 3.08595 1.01468 1.10747 -0.001
N 2.11832 0.96639 0.22318 -0.004
C 2.41059 0.80489 -1.08835 0.044
H -1.50252 1.54819 -4.49998 0.000
H -1.83816 1.70502 -2.04175 -0.004
H 0.75806 0.93911 -5.37865 0.000
H 3.15411 0.44133 -4.88864 0.000
H 4.98699 0.24534 -3.26243 0.000
H 5.76435 0.42835 -0.86933 0.000
H 5.19466 0.86374 1.51254 0.001
H 2.77937 1.21288 2.12799 0.000
O -1.98638 -2.67130 2.53582 0.000
C -2.48901 -2.17841 1.51815 0.002
C -3.71826 -2.82113 0.88172 0.001
C -4.04335 -1.88998 -0.26663 -0.004
C -2.85721 -0.93252 -0.26913 0.002
O -2.64469 -0.15370 -1.18871 0.009
N -2.07091 -1.07250 0.84607 -0.002
H -4.49834 -2.91951 1.63571 0.000
H -3.45028 -3.82989 0.56267 0.000
H -4.94902 -1.30250 -0.10799 -0.001
H -4.13175 -2.37044 -1.23992 0.000

22
Properties=species:S:1:pos:R:3:lowdin_charge:R:1 method="wB97M-V/def2-TZVPD" orbital_gap_ev=11.259 smiles=CCN[N+](C)(C)C total_energy_ha=-308.665356 multiplicity=1 lumo_ev=-3.43 total_charge=+1
C -2.80939 -0.29064 -0.46746 -0.087
C 1.71933 -1.35387 0.33562 0.013
C 1.52521 1.02563 0.85499 -0.028
C 0.95122 0.32364 -1.35631 0.030
C -1.70976 0.38095 0.25623 -0.280
N -0.60025 -0.57037 0.53258 0.114
N 1.00820 -0.10480 0.10916 -0.310
H -3.60746 0.37691 -0.74082 0.087
H -2.47623 -0.71757 -1.42809 0.087
H -3.15650 -1.10361 0.13565 0.079
H 1.05473 -2.06985 -0.09466 0.108
H 2.59413 -1.24967 -0.18627 0.084
H 1.78522 -1.37418 1.43570 0.122
H 0.71202 1.83107 0.95604 0.136
H 1.87088 0.72113 1.90213 0.135
H 2.34714 1.49532 0.37189 0.097
H 0.78480 1.32510 -1.43598 0.064
H 1.91096 0.17221 -1.73914 0.092
H 0.21631 -0.06163 -2.06289 0.122
H -1.38125 1.29968 -0.14159 0.098
H -2.16242 0.61793 1.22323 0.124
H -0.57690 -0.67337 1.54000 0.112